Computed, not measured: C3H6N2O in the gas phase, with wB97M-V/def2-TZVPD.

The geometry in XYZ format:
```
12
Properties=species:S:1:pos:R:3:forces:R:3:lowdin_charge:R:1
H -3.22259 -1.28119 0.31534 0.28 -0.17 0.19 0.061
N -2.58104 -0.48744 0.19746 0.93 0.51 0.23 0.082
N -1.50262 -0.73958 0.76208 -1.41 -0.81 -0.29 -0.079
C -0.49948 0.27304 0.60911 -0.08 0.48 -0.34 -0.186
C 0.36026 -0.01666 -0.63331 0.25 0.05 0.45 -0.455
C 1.82652 0.23854 -0.42436 0.14 0.00 -0.38 -0.022
O -0.11374 -0.39721 -1.66445 -0.13 -0.10 -0.13 0.099
H -0.94325 1.26273 0.42397 0.05 -0.07 0.13 0.127
H 0.12025 0.28103 1.50470 -0.02 0.06 -0.05 0.109
H 1.98241 1.19513 0.07717 0.02 -0.04 0.04 0.086
H 2.34646 0.22405 -1.38193 -0.01 0.01 0.09 0.085
H 2.22682 -0.55244 0.21422 0.00 0.05 0.05 0.094
```
Forces are in eV/Å.

Values from the calculation:
Gap between HOMO and LUMO, hartree: 0.3669
E_tot, hartree: -302.60446
Structure (SMILES): [H]/N=N/CC(C)=O
Relative energy (zero: lowest compared OMol25 entry of this formula, charge and spin), eV: 2.412